The following is a quantum chemistry calculation of a molecular structure, C20H43NO15P4S, from the Open Molecules 2025 dataset.

Summary:
LUMO energy: -0.0521 hartree
E: -101630.379 eV
strongest force on any atom: 9.00 eV Å⁻¹

Each line ends with the Mulliken charge.
Geometry (Å):
1 C 1.41 -0.23 2.05  -1.023
2 C 0.84 -0.28 0.55  -0.024
3 C -0.66 0.22 0.61  -0.621
4 O -0.63 1.63 0.92  -0.082
5 O -0.37 2.28 -0.29  -0.024
6 P -0.98 3.84 -0.12  0.973
7 O -2.23 3.93 -0.89  -0.749
8 O 0.16 4.83 -0.79  -0.429
9 C 1.41 4.72 -0.13  0.428
10 C 2.53 4.09 -0.78  -0.215
11 C 3.85 3.90 -0.20  -0.384
12 C 3.94 4.47 1.17  -0.424
13 C 2.74 5.11 1.67  -0.281
14 N 1.52 5.24 1.11  -0.390
15 O -1.13 4.11 1.50  -0.159
16 P -2.67 4.52 1.97  0.759
17 O -3.31 5.77 1.10  -0.440
18 O -2.50 5.11 3.51  -0.554
19 S -3.86 2.98 2.10  -0.377
20 H 1.88 -1.22 2.28  0.314
21 H 0.57 -0.06 2.78  0.257
22 H 2.15 0.59 2.16  0.265
23 H 0.85 -1.35 0.21  0.354
24 H 1.48 0.36 -0.11  0.013
25 H -1.08 0.13 -0.43  0.299
26 H -1.27 -0.30 1.38  0.338
27 H 2.36 3.69 -1.81  0.357
28 H 4.70 3.41 -0.71  0.488
29 H 4.89 4.40 1.75  0.345
30 H 2.85 5.56 2.69  0.322
31 H -4.14 5.39 0.74  0.361
32 H -3.29 4.86 4.02  0.351
33 O 5.74 0.87 -3.24  -0.782
34 P 5.76 -0.62 -2.95  1.164
35 O 6.48 -1.05 -4.39  -0.414
36 C 7.66 -0.40 -4.82  -0.341
37 C 8.89 -0.87 -4.07  -0.917
38 O 4.19 -0.91 -3.38  -0.379
39 C 3.23 0.14 -3.36  -0.084
40 C 3.12 0.80 -4.73  -1.188
41 O 5.76 -2.22 -2.44  -0.334
42 C 6.58 -3.28 -2.91  -0.077
43 C 7.74 -3.53 -1.95  -1.140
44 H 7.57 0.69 -4.75  0.291
45 H 7.78 -0.64 -5.88  0.324
46 H 8.78 -0.68 -3.00  0.196
47 H 9.78 -0.36 -4.43  0.414
48 H 9.03 -1.95 -4.20  0.225
49 H 3.46 0.87 -2.58  0.188
50 H 2.26 -0.31 -3.10  0.337
51 H 4.09 1.04 -5.14  0.293
52 H 2.53 1.71 -4.67  0.345
53 H 2.63 0.12 -5.43  0.332
54 H 6.93 -3.15 -3.93  0.239
55 H 5.95 -4.17 -2.93  0.347
56 H 8.26 -2.60 -1.71  0.267
57 H 8.45 -4.24 -2.38  0.336
58 H 7.37 -3.94 -1.01  0.353
59 O -5.06 -1.15 2.76  -0.798
60 P -6.50 -1.60 2.66  1.196
61 O -6.19 -3.12 2.09  -0.396
62 C -5.23 -3.95 2.72  -0.327
63 C -5.75 -4.54 4.02  -0.918
64 O -6.87 -0.86 1.24  -0.378
65 C -6.10 0.25 0.77  -0.242
66 C -4.99 -0.21 -0.15  -0.911
67 O -8.15 -1.91 2.78  -0.388
68 C -8.78 -3.17 2.86  -0.068
69 C -9.15 -3.49 4.30  -1.137
70 H -4.29 -3.41 2.89  0.285
71 H -5.00 -4.76 2.03  0.331
72 H -6.02 -3.75 4.72  0.189
73 H -4.99 -5.17 4.49  0.412
74 H -6.64 -5.15 3.84  0.231
75 H -5.71 0.83 1.61  0.199
76 H -6.77 0.91 0.22  0.307
77 H -4.43 -1.05 0.27  0.236
78 H -4.29 0.60 -0.35  0.259
79 H -5.40 -0.55 -1.10  0.331
80 H -8.22 -3.98 2.41  0.237
81 H -9.70 -3.09 2.28  0.350
82 H -8.30 -3.34 4.97  0.263
83 H -9.50 -4.52 4.39  0.336
84 H -9.95 -2.83 4.65  0.353